Entry 1:
{
  "formula": "C3H9N2O",
  "method": "the ωB97M-V functional and the def2-TZVPD basis",
  "species": ["C", "O", "H", "H", "H", "C", "N", "C", "N", "H", "H", "H", "H", "H", "H"],
  "coordinates": [[0.682621, -0.911370, -2.250166], [0.934546, 0.409789, -1.814330], [0.921487, -1.637446, -1.470584], [-0.386341, -1.045410, -2.455014], [1.316231, -1.120447, -3.119467], [-0.003972, 1.713280, 1.712778], [0.031771, 0.560470, 0.858967], [-0.746487, -0.427695, 1.257273], [-1.068590, -1.501862, 0.564917], [-0.336361, 2.613183, 1.163080], [-0.649822, 1.619385, 2.603049], [1.029372, 1.950728, 2.026165], [0.390349, 0.600499, -0.985851], [-1.144155, -0.339064, 2.298086], [-1.698932, -2.063808, 1.130774]],
  "forces_ev_per_a": [[-0.1, 0.3, 0.6], [-0.4, 0.4, 0.1], [0.0, -0.1, 0.1], [0.1, -0.2, -0.3], [-0.2, 0.1, -0.1], [0.8, 0.4, -0.4], [-0.8, -0.1, 0.0], [-0.1, -0.3, -0.1], [0.0, 0.2, 0.1], [-0.1, -0.1, 0.1], [0.1, -0.1, 0.0], [-0.2, 0.1, 0.3], [0.8, -0.6, -0.2], [-0.1, 0.1, -0.1], [0.1, 0.0, 0.0]],
  "lowdin_charge": [-0.2337, -0.2037, 0.0489, 0.0587, 0.0554, -0.2438, -0.1376, -0.5042, -0.0449, 0.0477, 0.0408, 0.0466, 0.0356, 0.0787, -0.0444],
  "energy_ha": -304.4446,
  "homo_ev": -2.71,
  "largest_force_ev_per_a": 1.050,
  "lumo_ev": 4.50,
  "total_charge": -1
}


Entry 2:
{
  "formula": "C27H28IN4O10PYb",
  "method": "the ωB97M-V functional and the def2-TZVPD basis",
  "species": ["Yb", "O", "C", "C", "C", "N", "C", "C", "C", "O", "O", "C", "O", "O", "H", "H", "H", "O", "C", "C", "C", "C", "N", "C", "C", "C", "C", "C", "C", "O", "C", "C", "N", "H", "H", "H", "H", "H", "H", "H", "H", "H", "H", "H", "H", "C", "O", "P", "O", "C", "O", "C", "H", "H", "H", "H", "H", "H", "H", "H", "H", "I", "C", "C", "C", "C", "C", "N", "H", "H", "H", "H"],
  "coordinates": [[-0.532465, -0.040119, 0.081162], [0.301274, -2.509682, 5.882000], [0.119937, -1.938159, 4.689095], [0.464682, -0.609160, 4.419984], [0.234898, -0.116401, 3.147527], [-0.294837, -0.870217, 2.187174], [-0.611974, -2.145973, 2.421200], [-0.433868, -2.720413, 3.662277], [-1.225796, -2.763097, 1.158197], [-2.155624, -3.541395, 1.254766], [-0.754561, -2.269961, 0.073018], [0.555773, 1.305579, 2.637311], [0.925877, 2.160315, 3.417049], [0.351446, 1.434953, 1.380092], [0.689260, -1.901389, 6.527097], [0.914827, 0.022612, 5.171875], [-0.703315, -3.746261, 3.846984], [3.645442, 1.748347, -5.909737], [2.625353, 2.619683, -5.492758], [1.944855, 2.077429, -4.268240], [0.745114, 2.612866, -3.808570], [0.103425, 2.008037, -2.744788], [0.584443, 0.958810, -2.075328], [1.781833, 0.477818, -2.468275], [2.469828, 1.002917, -3.562137], [2.369123, -0.599209, -1.640771], [3.504201, -1.303604, -2.033846], [4.110427, -2.191738, -1.155146], [5.393825, -2.890582, -1.526867], [5.685637, -2.875867, -2.895285], [3.535331, -2.346211, 0.101903], [2.381256, -1.645431, 0.399141], [1.791301, -0.800140, -0.442761], [4.014123, 2.067440, -6.739594], [1.859084, 2.732547, -6.273823], [3.023416, 3.623736, -5.269901], [0.302579, 3.479263, -4.272150], [-0.861908, 2.391475, -2.434198], [3.420598, 0.605309, -3.876753], [3.940501, -1.166547, -3.009868], [5.391065, -3.908091, -1.115059], [6.213620, -2.339446, -1.046122], [5.153952, -3.528479, -3.363683], [3.977374, -3.000613, 0.834639], [1.918090, -1.761356, 1.371248], [-5.733805, -1.516440, -1.153110], [-4.492232, -0.837226, -1.067523], [-3.102822, -1.564090, -0.601682], [-2.123883, -0.556761, -1.545970], [-1.974320, -1.057686, -2.877726], [-2.805974, -0.596682, 0.734252], [-3.640889, -0.819963, 1.879846], [-6.113022, -1.412794, -2.171019], [-6.431324, -1.045253, -0.458613], [-5.631260, -2.575139, -0.907895], [-1.422282, -0.315698, -3.457712], [-2.953865, -1.204529, -3.337294], [-1.427615, -2.005011, -2.866449], [-3.277474, -0.150747, 2.661371], [-3.576627, -1.856587, 2.224370], [-4.680225, -0.579772, 1.648789], [-2.419401, 2.451171, -0.084240], [-2.038602, 3.121588, 1.923331], [-1.752873, 4.451876, 2.135495], [-1.506961, 4.819008, 3.449787], [-1.566178, 3.854590, 4.442836], [-1.859550, 2.547956, 4.085375], [-2.100111, 2.187116, 2.831354], [-1.705234, 5.154670, 1.320588], [-1.264120, 5.846274, 3.674411], [-1.371416, 4.112639, 5.469439], [-1.897359, 1.747894, 4.809913]],
  "forces_ev_per_a": [[1.0, 0.4, -0.7], [0.0, -0.2, 0.2], [0.0, 0.3, -0.5], [0.0, 0.1, -0.2], [0.1, 0.2, -0.1], [0.4, -0.3, 0.6], [-0.1, 0.1, 0.0], [0.0, 0.0, 0.0], [-0.3, -0.9, 1.1], [0.4, -0.3, 0.2], [0.4, 0.4, -0.5], [0.3, 0.0, 1.0], [0.1, -0.3, -0.1], [0.1, 0.0, -0.5], [-0.1, 0.0, -0.2], [0.0, 0.1, 0.0], [-0.1, -0.2, 0.0], [0.1, -0.2, 0.1], [-0.2, 0.4, -0.1], [-0.1, -0.2, 0.2], [0.2, -0.2, 0.0], [-0.1, 0.2, -0.2], [0.2, -0.2, 0.2], [-0.2, 0.3, -0.3], [-0.2, 0.0, 0.1], [0.2, -0.3, 0.3], [-0.2, 0.1, 0.1], [-0.2, 0.2, 0.0], [0.2, -0.1, 0.4], [0.0, 0.1, -0.4], [0.0, 0.2, -0.3], [0.2, -0.2, 0.2], [-0.1, 0.1, -0.2], [0.0, 0.0, 0.1], [0.1, 0.0, 0.1], [-0.1, -0.2, 0.0], [-0.1, 0.1, -0.1], [0.1, -0.1, 0.1], [0.0, -0.1, 0.0], [0.0, 0.0, -0.1], [0.0, 0.1, 0.0], [-0.1, -0.2, 0.0], [0.0, 0.0, 0.1], [0.0, -0.1, 0.2], [0.0, 0.0, -0.1], [-0.2, -0.2, -0.1], [0.5, 0.2, 0.1], [-1.8, 0.2, -0.6], [-0.1, 0.0, 0.4], [0.2, -0.1, -0.5], [0.4, -0.4, -0.6], [-0.1, 0.0, 0.6], [0.0, 0.0, 0.1], [0.0, -0.1, -0.1], [0.0, 0.0, 0.0], [-0.1, -0.1, 0.1], [0.0, 0.0, 0.1], [0.0, 0.1, 0.0], [-0.1, 0.0, -0.2], [0.1, 0.1, -0.2], [0.1, 0.1, -0.1], [-0.3, 0.8, 0.4], [-0.1, -0.1, -0.6], [0.0, 0.0, 0.0], [0.0, -0.1, 0.0], [0.0, 0.0, -0.1], [-0.1, 0.3, 0.2], [-0.3, -0.2, -0.2], [0.0, 0.1, 0.0], [0.0, 0.1, 0.1], [0.0, 0.0, 0.2], [0.0, 0.0, 0.2]],
  "lowdin_spin": [1.0049, 0.0000, 0.0000, 0.0000, 0.0000, -0.0009, 0.0000, 0.0000, -0.0001, -0.0002, -0.0002, -0.0001, -0.0002, -0.0008, 0.0000, 0.0000, 0.0000, 0.0000, 0.0000, 0.0000, 0.0000, 0.0000, -0.0008, 0.0000, 0.0000, 0.0000, 0.0000, 0.0000, 0.0000, 0.0000, 0.0000, 0.0000, -0.0006, 0.0000, 0.0000, 0.0000, 0.0000, 0.0000, 0.0000, 0.0000, 0.0000, 0.0000, 0.0000, 0.0000, 0.0000, 0.0000, 0.0000, 0.0001, -0.0002, 0.0001, -0.0005, 0.0000, 0.0000, 0.0000, 0.0000, 0.0000, 0.0000, 0.0000, 0.0000, 0.0000, 0.0000, -0.0003, 0.0000, 0.0000, 0.0000, 0.0000, 0.0000, 0.0000, 0.0000, 0.0000, 0.0000, 0.0000],
  "energy_ha": -3814.9139,
  "homo_ev": [-11.52, -11.53],
  "largest_force_ev_per_a": 1.948,
  "lumo_ev": [-2.99, -2.99],
  "multiplicity": 2,
  "total_charge": 1
}


Entry 3:
{
  "formula": "C3H3NO",
  "method": "the ωB97M-V functional and the def2-TZVPD basis",
  "species": ["C", "C", "N", "C", "O", "H", "H", "H"],
  "coordinates": [[-1.038662, 0.073942, -1.016420], [-0.529554, -0.311778, 0.189303], [0.668071, -0.234156, 0.922693], [1.679397, 0.385671, 1.064479], [2.751443, 0.741809, 1.294746], [-1.891910, -0.309543, -1.393893], [-0.501325, 0.764849, -1.559743], [-1.137460, -1.110794, 0.498836]],
  "forces_ev_per_a": [[4.2, 0.9, 3.7], [-1.0, -1.1, -1.9], [-2.0, 0.6, -1.1], [0.1, -0.8, -0.2], [1.0, 1.0, 0.3], [-2.7, -1.2, -0.8], [0.9, 1.6, -1.5], [-0.5, -0.9, 1.5]],
  "lowdin_charge": [0.0498, -0.1762, 0.1472, -0.3189, 0.1827, 0.0166, 0.0262, 0.0726],
  "energy_ha": -246.0600,
  "homo_ev": -9.54,
  "largest_force_ev_per_a": 5.659,
  "lumo_ev": 0.72,
  "total_charge": 0
}


Entry 4:
{
  "formula": "C2H4N4",
  "method": "the ωB97M-V functional and the def2-TZVPD basis",
  "species": ["N", "C", "C", "N", "N", "N", "H", "H", "H", "H"],
  "coordinates": [[1.338119, 0.069062, 0.445926], [0.001568, 0.023434, -0.128749], [-0.183945, -0.922797, -1.090512], [-1.531638, -0.716545, -1.417941], [-2.070524, 0.235797, -0.725476], [-1.134183, 0.735833, 0.110957], [1.429528, -0.175417, 1.436647], [1.901893, 0.902025, 0.250085], [1.660807, -0.733316, -0.158974], [-1.390987, 1.496527, 0.718820]],
  "forces_ev_per_a": [[0.2, 0.0, 0.0], [-0.1, -0.2, -0.2], [-0.3, 0.3, 0.2], [-0.1, 0.1, 0.1], [0.1, -0.1, -0.1], [0.2, -0.1, 0.0], [-0.1, 0.0, -0.2], [-0.2, -0.1, 0.0], [0.2, 0.2, 0.2], [0.1, -0.1, 0.0]],
  "lowdin_charge": [0.1773, -0.4599, -0.1655, -0.0754, -0.0577, 0.0063, 0.1581, 0.1579, 0.1252, 0.1338],
  "energy_ha": -297.4635,
  "homo_ev": -7.74,
  "largest_force_ev_per_a": 0.455,
  "lumo_ev": -0.33,
  "total_charge": 0
}